{
  "formula": "C31H36AsCaNO7PSSi2",
  "method": "wB97M-V/def2-TZVPD",
  "total_charge": -1,
  "lumo_energy_ev": 1.885,
  "homo_lumo_gap_ev": 6.14,
  "relative_energy_kcal_mol": 0.0,
  "species": ["Ca", "O", "S", "O", "O", "C", "C", "C", "C", "C", "C", "P", "C", "C", "C", "C", "C", "C", "C", "C", "C", "C", "C", "C", "H", "H", "H", "H", "H", "H", "H", "H", "H", "H", "H", "H", "H", "H", "O", "C", "O", "C", "C", "C", "C", "C", "C", "N", "O", "O", "H", "H", "H", "H", "C", "Si", "C", "C", "As", "Si", "C", "C", "C", "H", "H", "H", "H", "H", "H", "H", "H", "H", "H", "H", "H", "H", "H", "H", "H", "H", "H"],
  "xyz": [[-0.523, -0.211, -0.086], [-1.084, -3.151, -2.905], [-0.211, -2.269, -2.185], [-0.450, -0.827, -2.408], [-0.160, -2.488, -0.726], [1.444, -2.581, -2.770], [1.605, -3.588, -3.711], [2.870, -3.878, -4.200], [3.966, -3.158, -3.752], [3.795, -2.152, -2.813], [2.537, -1.851, -2.301], [2.373, -0.485, -1.065], [3.181, 0.830, -2.045], [4.536, 1.149, -2.021], [5.040, 2.125, -2.871], [4.203, 2.771, -3.767], [2.853, 2.450, -3.806], [2.343, 1.495, -2.942], [3.567, -1.044, 0.192], [3.593, -2.400, 0.522], [4.334, -2.846, 1.604], [5.054, -1.946, 2.375], [5.023, -0.597, 2.063], [4.278, -0.149, 0.983], [0.731, -4.127, -4.047], [2.998, -4.662, -4.935], [4.955, -3.378, -4.133], [4.654, -1.591, -2.465], [5.205, 0.637, -1.343], [6.093, 2.374, -2.832], [4.601, 3.528, -4.432], [2.190, 2.955, -4.497], [1.286, 1.248, -2.973], [3.013, -3.110, -0.053], [4.334, -3.900, 1.852], [5.623, -2.294, 3.229], [5.558, 0.122, 2.670], [4.256, 0.908, 0.774], [-2.245, 3.233, -1.557], [-1.372, 2.790, -0.825], [-1.473, 1.834, 0.019], [0.008, 3.453, -0.886], [0.219, 4.450, -1.833], [1.444, 5.090, -1.940], [2.483, 4.741, -1.093], [2.244, 3.765, -0.146], [1.034, 3.106, -0.015], [3.335, 3.444, 0.791], [3.045, 2.905, 1.836], [4.471, 3.731, 0.458], [-0.611, 4.708, -2.477], [1.597, 5.858, -2.687], [3.455, 5.207, -1.153], [0.886, 2.347, 0.746], [-0.006, 0.709, 5.710], [-0.548, 0.840, 3.904], [-0.319, 2.637, 3.396], [-2.410, 0.515, 3.873], [0.771, -0.517, 2.557], [-0.280, -2.536, 2.999], [-0.440, -2.906, 4.846], [0.758, -3.918, 2.248], [-2.015, -2.738, 2.266], [-0.584, 1.382, 6.351], [1.051, 0.969, 5.799], [-0.125, -0.309, 6.085], [-0.783, 3.311, 4.122], [-0.784, 2.810, 2.423], [0.741, 2.889, 3.320], [-2.927, 1.215, 4.537], [-2.655, -0.498, 4.198], [-2.809, 0.653, 2.866], [0.529, -2.820, 5.340], [-0.823, -3.919, 5.004], [-1.124, -2.209, 5.334], [1.772, -3.900, 2.650], [0.815, -3.780, 1.166], [0.318, -4.900, 2.443], [-2.680, -1.925, 2.564], [-2.471, -3.680, 2.585], [-1.959, -2.766, 1.174]],
  "forces_ev_per_angstrom": [[-0.01, 0.24, 0.30], [0.03, -0.02, -0.02], [0.00, 0.04, -0.11], [-0.11, 0.01, -0.02], [-0.07, -0.02, 0.04], [0.03, -0.01, 0.01], [0.05, 0.00, -0.02], [-0.07, -0.02, -0.03], [0.03, 0.04, 0.05], [0.04, -0.06, -0.02], [-0.15, 0.02, -0.03], [0.04, -0.02, -0.03], [0.07, -0.01, 0.00], [-0.01, 0.02, 0.01], [0.00, -0.01, -0.01], [0.01, 0.01, 0.01], [-0.02, 0.02, 0.02], [-0.02, 0.01, 0.02], [-0.01, -0.11, 0.01], [0.03, 0.05, -0.01], [0.01, 0.01, 0.00], [0.00, -0.02, 0.02], [-0.02, 0.02, -0.02], [0.07, -0.03, 0.01], [0.00, -0.01, -0.01], [-0.01, -0.01, 0.00], [0.01, 0.01, 0.00], [0.00, -0.02, -0.01], [-0.01, 0.01, 0.03], [0.00, 0.01, 0.00], [0.00, 0.00, 0.00], [0.00, 0.00, 0.00], [0.01, 0.01, 0.01], [-0.02, -0.02, -0.02], [0.00, 0.00, 0.00], [0.00, 0.00, 0.00], [0.01, 0.00, 0.01], [-0.06, 0.16, -0.01], [-0.06, -0.02, -0.04], [0.01, 0.19, 0.11], [0.25, -0.54, -0.16], [-0.03, 0.06, -0.03], [0.02, 0.02, -0.01], [0.00, -0.01, -0.05], [-0.03, -0.02, -0.04], [0.16, 0.02, 0.16], [-0.13, 0.02, -0.10], [-0.11, -0.06, -0.18], [-0.07, -0.11, 0.17], [0.16, 0.08, -0.03], [-0.01, -0.02, 0.00], [-0.01, 0.00, 0.00], [0.00, -0.01, 0.02], [0.07, 0.11, 0.03], [-0.02, -0.01, -0.01], [0.02, -0.02, 0.04], [-0.01, -0.02, -0.04], [0.02, -0.01, 0.01], [-0.11, 0.03, -0.02], [0.02, -0.02, 0.02], [-0.03, 0.02, -0.01], [0.00, 0.03, -0.03], [0.00, 0.03, -0.01], [-0.01, 0.01, 0.00], [0.01, 0.01, 0.00], [0.01, 0.01, 0.01], [-0.01, -0.01, 0.01], [0.00, 0.01, 0.00], [0.04, 0.02, -0.01], [0.01, 0.02, 0.01], [0.00, 0.02, 0.04], [0.00, 0.01, -0.01], [0.02, 0.00, 0.00], [0.00, -0.01, -0.01], [-0.02, 0.00, 0.00], [0.01, -0.01, 0.03], [0.01, -0.02, 0.01], [-0.02, 0.00, 0.02], [0.02, -0.04, -0.04], [0.01, -0.01, 0.01], [-0.01, -0.01, -0.03]]
}

{
  "formula": "C31H36AsClPtSSbSe",
  "method": "wB97M-V/def2-TZVPD",
  "multiplicity": 5,
  "total_charge": 1,
  "lumo_energy_ev": [-2.193, -4.436],
  "homo_lumo_gap_ev": [7.46, 6.00],
  "relative_energy_kcal_mol": 14.6,
  "species": ["Pt", "S", "Sb", "C", "C", "C", "C", "C", "C", "C", "C", "C", "C", "C", "C", "C", "C", "C", "C", "C", "C", "H", "H", "H", "H", "H", "H", "H", "H", "H", "H", "H", "H", "H", "H", "H", "Cl", "C", "C", "C", "C", "C", "C", "C", "H", "H", "H", "H", "H", "H", "Se", "C", "C", "As", "C", "C", "C", "C", "H", "H", "H", "H", "H", "H", "H", "H", "H", "H", "H", "H", "H", "H", "H"],
  "xyz": [[0.401, -0.020, -0.403], [-0.157, 1.772, 1.190], [1.704, 3.124, 1.243], [2.910, 2.663, 2.888], [4.263, 2.384, 2.731], [5.023, 2.049, 3.843], [4.433, 1.999, 5.097], [3.083, 2.281, 5.249], [2.314, 2.610, 4.144], [2.865, 2.988, -0.494], [2.961, 4.089, -1.337], [3.663, 3.978, -2.529], [4.262, 2.776, -2.873], [4.166, 1.678, -2.028], [3.464, 1.782, -0.839], [1.111, 5.123, 1.386], [1.812, 6.014, 2.188], [1.412, 7.341, 2.241], [0.323, 7.768, 1.496], [-0.378, 6.873, 0.699], [0.011, 5.544, 0.645], [4.731, 2.439, 1.755], [6.076, 1.835, 3.731], [5.029, 1.741, 5.961], [2.627, 2.243, 6.229], [1.257, 2.813, 4.266], [2.497, 5.032, -1.071], [3.740, 4.830, -3.189], [4.809, 2.693, -3.801], [4.636, 0.743, -2.301], [3.372, 0.919, -0.186], [2.662, 5.683, 2.772], [1.949, 8.040, 2.866], [0.014, 8.802, 1.542], [-1.231, 7.209, 0.128], [-0.551, 4.838, 0.046], [-4.596, 0.543, -4.920], [-3.043, 0.689, -4.184], [-2.071, -0.273, -4.441], [-0.835, -0.161, -3.844], [-0.534, 0.920, -2.986], [0.758, 1.051, -2.370], [-1.549, 1.871, -2.744], [-2.785, 1.763, -3.337], [-2.293, -1.093, -5.106], [-0.073, -0.901, -4.043], [1.016, 2.051, -2.027], [1.582, 0.514, -2.827], [-1.343, 2.697, -2.075], [-3.557, 2.496, -3.152], [-1.714, -1.051, -0.697], [4.471, -1.835, 0.394], [3.323, -2.166, 1.341], [1.544, -1.990, 0.558], [1.490, -3.409, -0.788], [2.284, -4.678, -0.505], [0.405, -2.549, 2.045], [0.661, -3.919, 2.659], [5.412, -2.220, 0.789], [4.588, -0.760, 0.263], [4.327, -2.276, -0.594], [3.343, -1.540, 2.236], [3.375, -3.206, 1.669], [1.837, -2.937, -1.713], [0.425, -3.610, -0.930], [3.345, -4.473, -0.369], [2.194, -5.362, -1.348], [1.930, -5.201, 0.382], [-0.622, -2.477, 1.676], [0.521, -1.753, 2.789], [0.475, -4.720, 1.946], [-0.016, -4.072, 3.500], [1.676, -4.024, 3.038]],
  "forces_ev_per_angstrom": [[-0.03, -0.05, 0.41], [0.06, -0.04, -0.12], [-0.05, -0.02, -0.02], [-0.01, 0.00, -0.03], [0.04, 0.05, -0.03], [-0.01, 0.01, -0.02], [0.03, -0.02, 0.02], [-0.03, 0.01, 0.00], [0.01, -0.04, 0.02], [0.02, 0.03, 0.06], [0.03, 0.04, 0.01], [-0.02, 0.01, 0.01], [0.01, -0.01, -0.01], [0.02, -0.01, 0.04], [0.09, -0.04, 0.11], [-0.04, -0.06, 0.01], [0.08, 0.00, 0.01], [0.01, -0.01, 0.00], [-0.01, 0.03, 0.01], [0.00, -0.01, -0.01], [-0.03, -0.01, 0.01], [0.00, -0.01, -0.01], [0.05, -0.01, -0.01], [0.01, 0.00, 0.02], [-0.02, 0.00, 0.04], [-0.02, 0.00, 0.00], [-0.01, 0.00, 0.00], [0.00, 0.04, -0.03], [0.02, 0.00, -0.04], [0.02, -0.05, 0.00], [-0.01, 0.03, -0.04], [0.01, 0.00, 0.01], [0.03, 0.03, 0.03], [-0.01, 0.03, 0.00], [-0.04, 0.01, -0.02], [-0.01, -0.01, -0.02], [0.00, 0.00, -0.01], [-0.02, -0.01, -0.01], [0.00, 0.04, 0.03], [-0.03, 0.03, 0.00], [0.04, -0.01, 0.06], [0.00, 0.16, -0.25], [0.00, -0.01, -0.01], [0.01, -0.03, -0.01], [-0.02, -0.05, -0.04], [0.05, -0.05, 0.00], [-0.03, -0.12, -0.03], [-0.06, -0.04, 0.02], [0.02, 0.03, 0.04], [-0.04, 0.03, 0.01], [0.12, -0.01, -0.10], [-0.01, 0.00, 0.00], [-0.01, 0.11, 0.01], [-0.29, -0.02, -0.08], [0.00, 0.01, -0.05], [-0.02, 0.01, 0.02], [-0.05, 0.06, 0.03], [0.01, -0.01, -0.01], [0.00, 0.02, 0.00], [-0.01, 0.01, -0.01], [0.00, -0.03, -0.01], [0.02, -0.03, -0.04], [0.02, 0.05, 0.00], [-0.06, -0.02, 0.08], [0.06, 0.00, 0.01], [0.05, 0.01, 0.00], [-0.01, -0.02, -0.01], [0.00, 0.01, 0.02], [0.08, 0.01, 0.00], [-0.02, -0.05, -0.06], [-0.01, -0.01, -0.01], [-0.01, -0.01, 0.02], [0.03, 0.00, -0.01]]
}